1.
ORCA calculation (the ωB97M-V functional and the def2-TZVPD basis) on C44H111F6N9O13Zn as an isolated structure.

Results
E_LUMO (spin up / spin down) ... -2.1 / -7.3 eV
⟨S²⟩ ... 0.754
Frontier orbital gap (spin up / spin down) ... 8.40 / 3.16 eV

Geometry as ORCA input:
```
! wB97M-V def2-TZVPD RIJCOSX def2/J DEFGRID3
* xyz 1 2
Zn 1.80 -0.55 -3.45
C 0.55 0.58 -0.55
O -0.15 -0.48 0.16
O 1.29 -0.06 -1.55
C -0.38 1.80 -0.99
F -0.89 2.55 0.01
F 0.30 2.73 -1.71
F -1.29 1.45 -1.85
C -1.54 -0.77 -0.03
C -2.09 -2.01 0.79
H -3.16 -2.17 0.68
H -1.63 -2.92 0.41
H -1.67 -1.95 1.79
H -1.82 -0.83 -1.08
H -2.06 0.09 0.38
H 1.15 0.96 0.28
C -0.75 -1.56 -5.55
O -1.40 -2.31 -4.51
O 0.34 -0.90 -4.94
C -0.57 -2.42 -6.84
F 0.10 -3.55 -6.63
F -1.76 -2.78 -7.37
F 0.16 -1.74 -7.74
C -2.81 -2.36 -4.47
C -3.27 -3.15 -3.20
H -2.80 -2.69 -2.33
H -4.35 -2.99 -3.15
H -3.03 -4.21 -3.33
H -3.10 -2.85 -5.41
H -3.24 -1.36 -4.47
H -1.45 -0.75 -5.78
C -3.17 1.77 -4.99
C -2.10 2.93 -5.11
C -2.49 4.31 -4.61
O -3.74 4.74 -5.22
C -4.14 6.05 -4.69
N -0.86 2.49 -4.48
H -3.47 1.44 -3.99
H -2.87 0.96 -5.66
H -4.08 2.16 -5.46
H -1.85 3.04 -6.16
H -1.75 5.10 -4.76
H -2.68 4.38 -3.54
H -4.46 6.04 -3.65
H -4.94 6.43 -5.33
H -3.34 6.77 -4.85
H -1.02 1.51 -4.65
H -0.97 2.41 -3.48
C 1.67 2.11 3.58
C 0.23 1.75 4.15
C 0.23 1.73 5.68
O 1.30 0.87 6.23
C 1.40 0.93 7.65
N -0.81 2.65 3.68
H 1.59 2.69 2.66
H 2.15 1.22 3.17
H 2.32 2.76 4.18
H -0.08 0.77 3.78
H -0.76 1.50 6.06
H 0.35 2.76 6.01
H 2.20 0.25 7.94
H 0.37 0.71 7.91
H 1.72 1.94 7.92
H -0.84 2.62 2.67
H -1.68 2.30 4.05
C 2.20 3.13 -5.97
C 2.91 2.02 -5.12
C 4.12 2.51 -4.40
O 4.90 1.48 -3.81
C 6.27 1.83 -3.50
N 1.81 1.65 -4.15
H 1.26 2.87 -6.44
H 2.92 3.23 -6.78
H 2.14 4.06 -5.40
H 3.15 1.17 -5.76
H 3.85 3.35 -3.76
H 4.66 3.15 -5.10
H 6.64 2.38 -4.37
H 7.04 1.07 -3.36
H 6.32 2.56 -2.69
H 1.64 2.43 -3.54
H 0.99 1.65 -4.74
C 3.29 -1.36 1.58
C 2.92 -2.71 1.13
C 3.03 -3.85 2.28
O 4.31 -3.85 2.84
C 5.24 -4.33 2.02
N 1.53 -2.62 0.68
H 3.26 -0.61 0.79
H 4.26 -1.27 2.07
H 2.61 -1.00 2.36
H 3.47 -2.94 0.22
H 2.78 -4.80 1.81
H 2.42 -3.69 3.17
H 5.37 -3.68 1.15
H 4.97 -5.34 1.72
H 6.18 -4.32 2.57
H 0.88 -2.39 1.41
H 1.50 -1.89 -0.02
C -0.56 -4.32 4.06
C -1.17 -3.43 5.21
C -0.11 -2.84 6.02
O 0.78 -3.78 6.60
C 1.66 -3.15 7.56
N -1.95 -2.36 4.54
H -0.02 -3.74 3.32
H -1.44 -4.70 3.53
H 0.16 -5.07 4.37
H -1.95 -3.96 5.77
H -0.46 -2.13 6.77
H 0.41 -2.07 5.45
H 2.23 -2.41 7.01
H 2.22 -4.05 7.81
H 1.32 -2.67 8.48
H -2.60 -2.04 5.24
H -1.25 -1.64 4.42
C 4.52 1.89 -0.14
C 5.15 3.29 0.13
C 4.04 4.37 0.52
O 3.18 4.65 -0.56
C 3.78 5.44 -1.58
N 6.09 3.19 1.23
H 3.80 1.93 -0.96
H 3.98 1.54 0.74
H 5.36 1.27 -0.48
H 5.72 3.72 -0.70
H 4.58 5.26 0.86
H 3.52 3.91 1.36
H 4.15 6.39 -1.19
H 3.00 5.67 -2.31
H 4.39 4.75 -2.15
H 6.88 2.65 0.90
H 5.78 2.68 2.04
C -4.99 5.97 2.36
C -5.31 4.47 2.35
C -4.55 3.80 1.22
O -4.70 4.50 0.03
C -3.74 4.11 -0.99
N -5.08 3.95 3.70
H -3.91 6.12 2.35
H -5.37 6.49 3.24
H -5.52 6.38 1.51
H -6.39 4.44 2.21
H -4.79 2.74 1.13
H -3.50 3.63 1.46
H -3.95 3.05 -1.13
H -2.71 4.23 -0.65
H -3.91 4.70 -1.89
H -5.25 2.96 3.78
H -5.67 4.48 4.33
C 4.66 -1.27 -2.04
C 4.30 -1.93 -3.40
C 3.34 -3.11 -3.20
O 1.97 -2.63 -2.96
C 1.01 -3.67 -2.79
N 3.66 -0.91 -4.30
H 3.80 -1.04 -1.40
H 5.30 -0.39 -2.10
H 5.30 -1.94 -1.47
H 5.14 -2.40 -3.91
H 3.66 -3.87 -2.49
H 3.36 -3.73 -4.09
H -0.08 -3.55 -2.77
H 1.23 -4.27 -1.91
H 1.15 -4.47 -3.52
H 3.73 -1.43 -5.16
H 4.38 -0.20 -4.36
C -6.10 -5.13 5.60
C -6.27 -5.16 4.04
C -5.10 -5.82 3.22
O -5.25 -5.49 1.84
C -4.37 -4.48 1.51
N -7.42 -6.05 3.89
H -5.22 -4.53 5.79
H -5.82 -6.15 5.87
H -6.96 -4.67 6.09
H -6.61 -4.24 3.55
H -5.16 -6.91 3.23
H -4.12 -5.55 3.61
H -3.44 -4.32 2.05
H -4.72 -3.56 1.95
H -4.13 -4.44 0.44
H -7.56 -5.98 2.89
H -8.26 -5.66 4.28
*
```

***

2.
ORCA calculation (the ωB97M-V functional and the def2-TZVPD basis) on a 10-piece molecular cluster, C20H40Br20 overall.

Results
ΔE to the lowest compared entry with this formula, charge and spin ... 85.8 kcal per mole
E_LUMO ... -0.1 eV
Frontier orbital gap ... 9.99 eV

Geometry as ORCA input:
```
! wB97M-V def2-TZVPD RIJCOSX def2/J DEFGRID3
* xyz 0 1
Br -8.77 3.74 -1.49
C -7.20 4.28 -0.42
C -7.25 5.67 0.29
Br -5.71 5.95 1.49
H -6.26 4.24 -0.97
H -7.25 3.59 0.42
H -8.17 5.76 0.86
H -7.29 6.53 -0.38
Br 9.10 1.03 5.26
C 8.47 -0.69 4.53
C 7.70 -0.45 3.24
Br 7.03 -2.11 2.52
H 7.92 -1.15 5.34
H 9.35 -1.30 4.32
H 8.40 0.07 2.58
H 6.83 0.20 3.36
Br -2.40 -1.44 -9.44
C -1.19 0.03 -8.96
C -1.13 0.10 -7.45
Br -2.71 0.89 -6.56
H -1.58 0.92 -9.45
H -0.20 -0.22 -9.35
H -0.25 0.59 -7.03
H -1.03 -0.90 -7.02
Br 7.37 5.26 -4.26
C 8.41 3.68 -4.68
C 7.76 2.42 -4.24
Br 9.20 1.07 -4.51
H 9.32 3.78 -4.08
H 8.77 3.73 -5.71
H 6.90 2.13 -4.85
H 7.50 2.41 -3.19
Br 4.41 8.50 4.55
C 3.71 6.85 3.68
C 2.22 7.12 3.23
Br 2.27 8.36 1.62
H 3.82 6.09 4.46
H 4.48 6.72 2.91
H 1.67 7.56 4.07
H 1.72 6.17 3.04
Br -7.50 0.33 4.90
C -8.86 -1.19 4.76
C -10.30 -0.75 4.66
Br -11.51 -2.21 3.95
H -8.81 -1.82 5.65
H -8.62 -1.82 3.90
H -10.30 0.03 3.90
H -10.62 -0.40 5.64
Br -2.23 -2.39 1.40
C -0.47 -1.62 0.79
C -0.45 -0.11 0.95
Br 1.11 0.62 0.18
H -0.31 -1.72 -0.28
H 0.26 -2.23 1.32
H -0.52 0.32 1.94
H -1.34 0.27 0.44
Br -5.63 -7.46 -4.19
C -4.92 -5.66 -4.68
C -6.12 -4.74 -5.00
Br -6.94 -4.02 -3.33
H -4.34 -5.86 -5.58
H -4.27 -5.25 -3.92
H -6.92 -5.08 -5.67
H -5.77 -3.81 -5.45
Br -3.12 -0.93 10.15
C -1.37 -0.82 9.17
C -1.16 0.62 8.75
Br 0.54 0.83 7.78
H -1.33 -1.40 8.25
H -0.56 -1.15 9.81
H -1.04 1.37 9.53
H -1.86 1.00 8.01
Br 4.49 -5.75 -4.39
C 5.68 -7.27 -4.96
C 6.59 -7.82 -3.87
Br 7.93 -9.08 -4.71
H 6.42 -6.82 -5.62
H 5.13 -8.08 -5.44
H 6.06 -8.40 -3.11
H 7.06 -6.98 -3.37
*
```

***

3.
ORCA calculation (the ωB97M-V functional and the def2-TZVPD basis) on a 5-piece molecular cluster, C27H44O9P overall.

Results
E_LUMO ... 2.2 eV
Frontier orbital gap ... 5.95 eV

Geometry as ORCA input:
```
! wB97M-V def2-TZVPD RIJCOSX def2/J DEFGRID3
* xyz -1 1
C -4.11 2.68 -3.49
C -4.50 1.92 -2.18
C -5.13 2.98 -1.24
C -3.28 1.26 -1.52
P -3.76 -0.26 -0.43
O -4.29 -1.17 -1.88
C -2.03 -1.04 -0.58
C -0.87 -0.45 0.21
C 0.30 -1.21 0.24
C 1.44 -0.84 0.89
C 1.48 0.41 1.57
C 0.34 1.18 1.52
C -0.80 0.76 0.86
H -3.05 2.98 -3.42
H -4.72 3.59 -3.56
H -4.31 2.09 -4.39
H -5.24 1.16 -2.44
H -6.06 3.34 -1.69
H -5.36 2.49 -0.28
H -4.41 3.80 -1.12
H -2.68 0.83 -2.35
H -2.66 2.00 -1.00
H -4.27 -1.40 0.37
H -5.12 0.29 -0.36
H -3.48 0.43 0.82
H -5.03 -1.71 -1.60
H -2.13 -2.10 -0.31
H -1.73 -1.04 -1.64
H 0.29 -2.17 -0.28
H 2.29 -1.52 0.84
H 2.37 0.74 2.10
H 0.38 2.13 2.05
H -1.68 1.41 0.87
O 0.93 -4.14 -2.94
C -0.15 -3.74 -3.30
O -1.24 -3.74 -2.50
C -2.39 -3.30 -3.25
C -1.83 -2.50 -4.41
C -0.50 -3.20 -4.67
H -2.95 -4.18 -3.58
H -3.04 -2.70 -2.60
H -2.50 -2.47 -5.27
H -1.64 -1.47 -4.10
H -0.61 -4.05 -5.36
H 0.26 -2.51 -5.03
O 0.72 -0.72 -6.04
C 1.05 -0.06 -5.09
O 0.48 -0.20 -3.89
C 0.98 0.78 -2.97
C 2.32 1.22 -3.55
C 2.08 1.06 -5.05
H 0.26 1.61 -2.93
H 1.07 0.34 -1.98
H 2.61 2.22 -3.25
H 3.10 0.53 -3.23
H 1.64 1.96 -5.50
H 2.98 0.78 -5.59
O 2.30 3.60 3.28
C 3.05 3.31 4.18
O 3.69 2.12 4.27
C 4.42 2.05 5.50
C 4.64 3.50 5.92
C 3.39 4.18 5.37
H 3.83 1.50 6.23
H 5.36 1.52 5.34
H 4.78 3.62 6.99
H 5.53 3.90 5.42
H 2.56 4.14 6.08
H 3.59 5.20 5.07
O 2.79 -0.65 6.12
C 2.77 -1.68 5.52
O 3.34 -2.82 5.99
C 3.24 -3.86 5.00
C 2.09 -3.44 4.09
C 2.18 -1.92 4.14
H 4.19 -3.92 4.46
H 3.06 -4.81 5.49
H 2.17 -3.86 3.09
H 1.14 -3.77 4.52
H 2.86 -1.52 3.39
H 1.20 -1.46 4.04
*
```

***

4.
ORCA calculation (the ωB97M-V functional and the def2-TZVPD basis) on an isolated molecule of C19H25N3O2.

Results
ΔE to the lowest compared entry with this formula, charge and spin ... 3.2 kcal per mole
E_LUMO ... 0.8 eV
Frontier orbital gap ... 8.00 eV

Geometry as ORCA input:
```
! wB97M-V def2-TZVPD RIJCOSX def2/J DEFGRID3
* xyz 0 1
C 3.97 5.68 -3.16
C 4.56 5.38 -1.79
H 4.92 6.29 -1.31
H 5.38 4.66 -1.88
O 3.58 4.86 -0.89
C 3.33 3.52 -1.00
O 3.91 2.79 -1.76
N 2.37 3.20 -0.11
C 1.76 1.94 0.10
C 1.77 0.94 -0.87
C 1.12 -0.26 -0.65
C 0.42 -0.48 0.53
C 0.44 0.51 1.51
C 1.11 1.71 1.32
N 1.08 2.71 2.30
H 0.72 2.38 3.18
H 1.96 3.20 2.42
H -0.07 0.34 2.45
N -0.21 -1.67 0.79
H -0.76 -1.69 1.64
C -0.72 -2.55 -0.25
C -2.10 -3.03 0.12
C -3.20 -2.20 -0.13
C -4.47 -2.62 0.23
C -4.68 -3.85 0.85
C -3.58 -4.64 1.12
C -2.29 -4.25 0.77
C -1.14 -5.15 1.10
H -1.47 -5.99 1.70
H -0.69 -5.55 0.19
H -0.36 -4.61 1.64
H -3.72 -5.59 1.61
C -6.06 -4.28 1.22
H -6.04 -5.15 1.88
H -6.60 -3.48 1.72
H -6.62 -4.56 0.32
H -5.32 -1.98 0.03
C -3.03 -0.87 -0.80
H -2.30 -0.25 -0.28
H -3.98 -0.33 -0.81
H -2.70 -0.99 -1.83
H -0.76 -2.01 -1.20
H -0.04 -3.40 -0.37
H 1.17 -1.02 -1.41
H 2.30 1.12 -1.79
H 1.99 3.96 0.43
H 4.73 6.13 -3.79
H 3.13 6.36 -3.07
H 3.63 4.76 -3.62
*
```

***

5.
ORCA calculation (the ωB97M-V functional and the def2-TZVPD basis) on C32H48AsInN5O6 as an isolated structure.

Results
ΔE to the lowest compared entry with this formula, charge and spin ... 50.9 kcal per mole
E_LUMO ... -9.1 eV
Frontier orbital gap ... 6.20 eV

Geometry as ORCA input:
```
! wB97M-V def2-TZVPD RIJCOSX def2/J DEFGRID3
* xyz 3 1
In -0.11 -0.29 0.24
C -4.62 2.84 -1.35
N -3.94 1.92 -0.43
C -4.66 1.66 0.82
C -2.75 1.42 -0.66
O -2.15 0.62 0.13
C -2.05 1.84 -1.94
O -0.67 1.63 -1.77
C 0.25 2.67 -1.92
C 1.47 2.28 -1.09
O 1.33 1.47 -0.13
N 2.63 2.81 -1.38
C 3.83 2.42 -0.62
C 2.87 3.84 -2.39
H -5.69 2.78 -1.17
H -4.44 2.57 -2.39
H -4.31 3.87 -1.18
H -4.85 2.61 1.33
H -4.06 1.02 1.45
H -5.61 1.18 0.61
H -2.27 2.87 -2.23
H -2.40 1.17 -2.73
H -0.12 3.65 -1.60
H 0.53 2.74 -2.97
H 3.54 1.94 0.31
H 4.42 3.31 -0.40
H 4.42 1.73 -1.22
H 2.09 3.87 -3.14
H 3.82 3.63 -2.88
H 2.94 4.82 -1.92
O 0.92 -2.16 2.50
C 0.12 -3.23 3.02
C -0.11 -4.28 1.96
C -0.65 -3.69 0.64
C 0.46 -3.56 -0.36
C 0.88 -4.67 -1.07
C 2.00 -4.59 -1.88
C 2.70 -3.39 -1.95
C 2.21 -2.31 -1.24
N 1.11 -2.39 -0.47
H 1.81 -2.49 2.37
H -0.83 -2.79 3.33
H 0.60 -3.67 3.89
H -0.82 -5.02 2.36
H 0.83 -4.80 1.77
H -1.08 -2.69 0.82
H -1.44 -4.33 0.25
H 0.34 -5.61 -0.97
H 2.33 -5.46 -2.43
H 3.60 -3.28 -2.54
H 2.72 -1.35 -1.29
C -2.29 0.16 3.46
As -0.49 0.59 2.91
C -0.37 2.52 2.76
C 0.67 0.15 4.47
C -0.01 0.78 5.65
C 0.28 2.09 6.03
C -0.27 2.62 7.18
C -1.15 1.86 7.95
C -1.46 0.56 7.57
C -0.90 0.03 6.42
H -2.65 0.94 4.13
H -2.30 -0.79 3.98
H -2.93 0.09 2.59
H -1.03 2.99 3.48
H -0.66 2.81 1.75
H 0.66 2.82 2.93
H 1.65 0.59 4.26
H 0.74 -0.92 4.54
H 0.98 2.68 5.45
H -0.02 3.62 7.49
H -1.59 2.28 8.84
H -2.12 -0.04 8.18
H -1.12 -1.00 6.15
O 1.77 -1.91 -7.47
C 1.90 -0.58 -7.06
N 2.77 -0.42 -5.90
C 2.48 -0.61 -4.60
O 3.30 -0.39 -3.72
C 1.11 -1.07 -4.18
C 0.21 -1.89 -4.86
C -0.98 -2.24 -4.23
C -1.22 -1.81 -2.93
N -0.34 -1.06 -2.26
C 0.78 -0.70 -2.88
H 2.41 -2.15 -8.14
H 0.91 -0.23 -6.79
H 2.29 0.05 -7.85
H 3.75 -0.23 -6.08
H 0.44 -2.28 -5.84
H -1.71 -2.84 -4.74
H -2.12 -2.09 -2.41
H 1.49 -0.09 -2.34
*
```

***

Number 1: E_tot -5591.855687 Ha. Number 2: E_tot -52266.254864 Ha. Number 3: E_tot -2073.745122 Ha. Number 4: E_tot -1053.810110 Ha. Number 5: E_tot -4398.465637 Ha.